Record 1
190
Properties=species:S:1:pos:R:3 method="wB97M-V/def2-TZVPD" homo_lumo_gap_ev=8.04 total_energy_ev=-119014.5402
C -20.3094 21.0523 17.7337
C -19.9416 19.9070 18.7020
O -20.8401 18.8295 18.6594
O -21.5193 21.7522 17.9742
H -20.1864 20.7242 16.7016
H -19.4048 21.6472 17.8598
H -19.5917 20.2738 19.6670
H -19.0050 19.5606 18.2650
H -20.7934 18.3630 17.8217
H -22.2832 21.3182 17.5872
C -15.2908 17.4417 7.2959
C -16.4913 16.9038 8.1885
O -16.0434 15.7727 9.0134
O -14.9846 16.5515 6.2357
H -14.3706 17.5416 7.8716
H -15.5950 18.3741 6.8202
H -17.4334 16.5140 7.8029
H -16.7373 17.6751 8.9183
H -15.7925 15.0240 8.4674
H -14.2042 16.0872 6.5472
C -23.1698 21.3959 9.0705
C -24.5033 21.4213 9.8796
O -25.2753 20.2814 9.8027
O -23.4051 21.1045 7.6751
H -22.6412 20.5542 9.5180
H -22.7186 22.3761 9.2242
H -25.0852 22.2522 9.4808
H -24.4019 21.6832 10.9328
H -26.1993 20.5306 9.7276
H -22.5084 21.1085 7.3324
C -19.0570 17.1125 14.8422
C -19.9965 16.4895 15.9105
O -21.1969 17.2465 16.0231
O -18.7708 18.4695 15.2202
H -19.4245 17.1246 13.8161
H -18.1194 16.5565 14.8412
H -19.4482 16.4614 16.8521
H -20.0564 15.4313 15.6564
H -21.9190 16.6141 16.0113
H -19.5858 18.9762 15.2427
C -26.8605 24.8334 11.5775
C -26.4761 24.0692 12.8786
O -25.0997 23.7669 12.9567
O -26.6192 26.2201 11.7985
H -27.9259 24.6169 11.6567
H -26.5617 24.3325 10.6567
H -27.1264 23.2059 13.0196
H -26.7419 24.6791 13.7420
H -24.6619 24.5826 13.2108
H -25.6812 26.4230 11.8182
C -15.6501 17.2536 12.5927
C -14.4071 17.7251 11.7904
O -14.6270 18.0027 10.3990
O -15.8832 15.9938 12.0956
H -16.3969 18.0302 12.4275
H -15.3842 17.2216 13.6493
H -13.4918 17.1375 11.8613
H -14.0802 18.5964 12.3579
H -14.8495 17.1509 10.0162
H -16.4333 16.0424 11.3104
C -20.7033 18.5769 7.3509
C -20.7058 17.1070 6.9216
O -20.3777 17.0036 5.5572
O -19.3699 19.0063 7.1128
H -21.0452 18.5550 8.3857
H -21.3968 19.0994 6.6920
H -21.5961 16.4829 6.9992
H -19.9785 16.5293 7.4920
H -19.8552 17.7757 5.3280
H -19.3912 19.9309 7.3703
C -15.4878 20.4075 16.1995
C -14.5109 20.3000 15.0718
O -13.2318 20.7119 15.4692
O -15.8516 21.7370 16.5170
H -15.1043 19.9448 17.1088
H -16.3905 19.8882 15.8776
H -14.6406 20.9499 14.2065
H -14.4044 19.3231 14.6002
H -12.8424 21.1537 14.7111
H -16.3437 21.7257 17.3412
C -19.5407 23.2303 6.4140
C -20.9266 23.7768 6.7676
O -20.7889 24.5169 7.9448
O -19.1653 22.0569 7.1514
H -18.7268 23.9456 6.5320
H -19.7413 22.8654 5.4067
H -21.7106 23.0195 6.7767
H -21.2178 24.4619 5.9714
H -20.3363 25.2990 7.6207
H -18.2053 22.0560 7.1448
C -21.9713 25.9435 15.5192
C -23.4975 25.7858 15.6617
O -24.2076 26.1880 14.5288
O -21.6334 27.2973 15.7223
H -21.8022 25.7720 14.4561
H -21.3582 25.2107 16.0438
H -23.8509 26.0452 16.6597
H -23.5527 24.6976 15.6320
H -23.9258 27.0702 14.2761
H -22.0419 27.8928 15.0898
C -11.6801 21.6461 11.1369
C -13.1539 21.2130 11.4209
O -13.8034 20.6274 10.2980
O -10.7946 20.5683 11.2491
H -11.4427 22.5159 11.7494
H -11.7486 22.0598 10.1308
H -13.7643 22.0951 11.6142
H -13.2265 20.6734 12.3652
H -13.9301 19.7084 10.5448
H -10.0312 20.7024 10.6826
C -23.5619 26.4678 10.6500
C -22.0501 26.4370 11.1806
O -21.5453 27.7550 11.0628
O -24.2974 27.3863 11.4603
H -24.0192 25.4784 10.6669
H -23.6769 26.8579 9.6387
H -21.4566 25.6531 10.7101
H -22.1302 26.1640 12.2328
H -22.0078 28.3263 11.6804
H -24.2758 28.2596 11.0622
C -23.5073 20.1856 15.5496
O -23.5643 20.1661 16.7282
N -22.7064 19.4261 14.7758
N -24.2097 20.9554 14.7344
H -22.2053 18.6035 15.0796
H -23.0399 19.5748 13.8341
H -23.9843 20.8765 13.7530
H -24.7923 21.6940 15.1019
C -14.3428 24.8158 15.9160
O -14.0405 25.9702 15.9447
N -13.7984 23.9132 16.6514
N -15.4479 24.4209 15.4223
H -13.1030 24.1478 17.3453
H -14.3115 23.0470 16.7321
H -16.1267 25.1013 15.1117
H -15.7240 23.4618 15.5766
C -17.7181 25.2518 18.3069
O -17.6581 25.1982 19.5221
N -18.0576 24.2701 17.4967
N -17.6799 26.4515 17.7350
H -18.0876 23.3106 17.8107
H -18.0631 24.5554 16.5279
H -17.6066 26.4370 16.7278
H -17.6177 27.2530 18.3464
C -18.1421 26.7464 13.9593
O -17.9589 26.0628 14.9966
N -19.1400 27.4619 13.6094
N -17.3208 26.7134 12.9726
H -19.8863 27.5580 14.2832
H -19.1532 27.8676 12.6846
H -16.5909 26.0598 13.2178
H -17.4302 27.2222 12.1070
C -15.9380 21.4284 7.3950
O -16.5958 21.1492 6.3943
N -16.1155 20.7653 8.4249
N -15.1814 22.4766 7.5869
H -15.3434 20.7090 9.0737
H -16.8020 20.0644 8.1853
H -14.5314 22.3940 8.3556
H -14.8329 22.8874 6.7326
C -17.2046 22.2357 11.3239
C -18.3952 21.2966 11.6088
C -18.1103 20.6937 13.0244
C -18.4322 21.5268 14.2497
C -19.8289 22.2529 14.0693
C -20.2285 22.8233 12.7156
N -19.7332 22.0030 11.6094
O -20.1530 22.3891 10.2915
C -21.7747 22.9195 12.5668
C -19.6206 24.2430 12.6743
C -18.4078 20.1193 10.5923
H -17.2656 22.7787 10.3808
H -16.3407 21.5780 11.2274
H -17.0820 22.9398 12.1469
H -18.8567 19.8996 13.0074
H -17.1073 20.2724 13.0932
H -17.5973 22.1973 14.4534
H -18.4683 20.8640 15.1142
H -19.7854 23.0970 14.7576
H -20.5694 21.5145 14.3766
H -22.0749 23.4144 11.6431
H -22.1987 21.9193 12.4780
H -22.3007 23.3789 13.4037
H -18.5339 24.2804 12.7497
H -19.6992 24.7319 11.7033
H -20.0994 24.9373 13.3649
H -19.2403 19.4384 10.7695
H -17.4203 19.6644 10.5151
H -18.4483 20.5362 9.5860
H -19.6846 23.2052 10.1013

=====

Record 2
13
Properties=species:S:1:pos:R:3 method="wB97M-V/def2-TZVPD" multiplicity=3 homo_lumo_gap_ev="6.70 / 6.51" s2=2.01 total_energy_ev=-15107.0659
C 0.7863 1.1114 0.3181
C 1.7076 -0.0254 0.1597
C 0.2165 -0.0557 -0.4582
C -0.6946 -0.9555 0.1996
S -2.8201 0.2240 0.3174
H 0.1563 1.1602 1.2475
H 0.8284 1.9557 -0.3363
H 2.5518 -0.0226 -0.6678
H 1.9948 -0.6936 1.0223
H 0.1191 0.0883 -1.4966
H -0.5769 -1.2318 1.2343
H -1.3342 -1.7942 -0.4275
H -2.9349 0.2395 -1.1124

=====

Record 3
43
Properties=species:S:1:pos:R:3 method="wB97M-V/def2-TZVPD" smiles="CC[C@H](CO[P@@](O)(=S)S)C(=O)N/C(C)=N/c1cccc(C)c1" homo_lumo_gap_ev=8.45 total_energy_ev=-54942.1358
C -2.3833 -0.7159 -4.6481
C -0.7863 -0.7229 -4.5112
C -0.2760 -0.0386 -3.2191
C 1.2497 0.1571 -3.2698
O 1.7433 1.0586 -2.2336
P 2.9451 2.0806 -2.6500
O 2.8162 2.2907 -4.2221
S 2.6266 3.8403 -1.8219
S 4.6903 1.2405 -2.0160
C -0.7150 -0.7195 -1.8522
O -1.5589 -1.5916 -1.7605
N -0.0320 -0.3340 -0.6850
C -0.3884 -0.6557 0.6315
C -1.5409 -1.5647 0.9566
N 0.3479 -0.0314 1.4783
C 0.2037 -0.2755 2.8466
C 1.2141 -1.0257 3.5221
C 1.0607 -1.2882 4.8597
C -0.0627 -0.7894 5.6176
C -0.8849 0.1862 5.0121
C -1.7912 1.0309 5.8896
C -0.8223 0.3589 3.5668
H -2.6274 -1.2698 -5.5818
H -2.5792 0.3848 -4.8060
H -2.9523 -1.1742 -3.8330
H -0.5453 -1.7782 -4.5683
H -0.3716 -0.1546 -5.3243
H -0.6327 1.0200 -3.1394
H 1.5362 0.4131 -4.2974
H 1.6817 -0.8460 -3.0679
H 2.7827 3.2759 -4.2543
H 4.7288 2.3544 -1.1859
H 0.6424 0.4222 -0.7277
H -2.4900 -1.2307 0.5118
H -1.6618 -1.6619 2.0248
H -1.3248 -2.5553 0.5991
H 2.0638 -1.4334 2.9634
H 1.8943 -1.8776 5.3191
H -0.0633 -1.1706 6.6611
H -2.7926 0.8812 5.5367
H -1.7150 0.7167 6.8511
H -1.6873 2.1369 5.7626
H -1.5426 1.0565 3.0648

=====

Record 4
79
Properties=species:S:1:pos:R:3 method="wB97M-V/def2-TZVPD" multiplicity=5 homo_lumo_gap_ev="6.32 / 5.61" s2=6.13 charge=+3 total_energy_ev=-98632.2399
Mn 0.1830 -0.2469 0.1459
P -1.5262 -2.0328 0.3277
P 1.6010 -1.1957 2.0133
P 1.7704 -1.8073 -2.2947
H -0.4774 5.4568 -6.2310
C -0.5340 4.5107 -6.7783
C -1.6839 3.8476 -6.9375
H -2.6342 4.2163 -6.5336
C -3.0990 -1.3782 0.9745
C -1.2298 -3.5485 1.3052
C -1.9883 -2.6289 -1.3366
C 3.1903 -0.2831 1.9792
C 0.9848 -0.8836 3.7130
C 2.1013 -2.9573 2.1143
C 1.2821 -1.8066 -4.0188
C 1.7128 -3.4338 -1.5491
C 3.4253 -1.1375 -2.0922
H 0.3811 4.1856 -7.2876
H -1.7324 2.9531 -7.5744
H -3.3213 -0.4208 0.4855
H -3.0325 -1.2047 2.0570
H -3.9092 -2.0930 0.7686
H -0.9267 -3.2945 2.3289
H -0.4341 -4.1509 0.8510
H -2.1522 -4.1439 1.3432
H -2.0346 -1.7544 -1.9997
H -2.9675 -3.1217 -1.2895
H -1.2401 -3.3235 -1.7338
H 3.8441 -0.6243 2.7972
H 2.9956 0.7959 2.0844
H 3.6889 -0.4500 1.0118
H 1.7084 -1.2529 4.4585
H 0.0190 -1.3889 3.8718
H 0.8394 0.2002 3.8404
H 3.1866 -3.0177 2.2830
H 1.8530 -3.4720 1.1764
H 1.5727 -3.4537 2.9404
H 1.7197 -2.6649 -4.5564
H 1.6034 -0.8737 -4.5002
H 0.1884 -1.8606 -4.0823
H 1.7391 -4.2027 -2.3339
H 0.7907 -3.5526 -0.9615
H 2.5755 -3.5736 -0.8859
H 4.0498 -1.5167 -2.9107
H 3.8460 -1.4441 -1.1259
H 3.3808 -0.0418 -2.1267
C -0.7185 1.0976 -2.8239
C 0.3711 2.0046 -2.5751
C 1.0517 2.5246 -3.6653
C 0.6068 2.2663 -4.9634
C -0.6166 1.6189 -5.1729
C -1.3542 1.1557 -4.1082
O -1.0241 0.1510 -2.0015
H 0.8600 -0.8880 -1.6115
H 0.6755 2.2025 -1.5472
H 1.9409 3.1295 -3.4991
H 1.1758 2.6364 -5.8093
H -1.0320 1.5347 -6.1739
H -2.3251 0.6683 -4.2242
C 1.1062 2.9647 5.2328
C -0.0212 3.1681 4.2494
N 0.0261 2.1221 3.2019
C -1.1339 1.7670 2.5608
S -1.1710 1.6555 0.8516
N -2.1939 1.4572 3.3135
C -2.1210 0.9201 4.6992
C -3.0457 -0.2725 4.8786
H 1.0964 1.9584 5.6713
H 0.9587 3.6861 6.0444
H 2.0844 3.1456 4.7693
H -0.9895 3.1052 4.7527
H 0.0582 4.1530 3.7714
H 0.7613 2.3452 2.5219
H -3.0219 1.1826 2.7797
H -1.0753 0.6551 4.9232
H -2.4098 1.7153 5.4027
H -2.6855 -1.1338 4.3080
H -3.0628 -0.5682 5.9345
H -4.0809 -0.0572 4.5778

=====

Record 5
28
Properties=species:S:1:pos:R:3 method="wB97M-V/def2-TZVPD" multiplicity=2 homo_lumo_gap_ev="9.19 / 5.94" s2=0.77 charge=+1 total_energy_ev=-15179.3629
C 1.1325 1.7457 -1.9898
C 1.3340 2.1983 -3.4238
O -0.3280 1.9786 -1.8098
H 1.2503 0.6539 -1.9408
H 1.5697 2.2953 -1.1597
H 1.1322 1.4601 -4.1937
H -0.7796 1.2720 -1.3660
H 2.4234 2.3301 -3.5781
H 0.7463 3.0861 -3.6446
C -3.0072 0.1213 0.8598
C -0.5018 -0.4002 1.0693
C -1.8076 -0.6751 0.5259
C 0.3171 -1.4349 0.5618
C -1.7528 -1.9268 -0.1063
C -0.0160 0.6991 1.7557
C 1.6533 -1.4810 0.8160
C 1.3142 0.5121 2.1902
C 2.1331 -0.4833 1.6764
N -0.4871 -2.3043 -0.1663
H -0.3531 1.6993 1.9943
H -3.2471 0.8401 0.0651
H -2.9297 0.7298 1.7350
H -2.5277 -2.5054 -0.5738
H -0.2725 -3.2869 -0.3156
H 2.2973 -2.2120 0.3650
H 1.9141 1.2800 2.6516
H 3.1778 -0.3746 1.8978
H -3.8127 -0.5978 0.9457

=====

Record 6
10
Properties=species:S:1:pos:R:3 method="wB97M-V/def2-TZVPD" homo_lumo_gap_ev="8.26 / 8.26" total_energy_ev=-40548.7199
C -3.3335 0.0192 0.3403
C -1.2186 -1.0084 0.2399
O -3.7125 -0.4847 1.3396
O -2.1859 -0.1411 -0.2950
P 0.6636 -0.1258 -1.3667
Cl -4.2698 1.2003 -0.5548
Cl -1.5311 -2.6712 -0.0714
H -0.9684 -0.8068 1.2757
H 1.6142 -0.3770 -0.3700
H 0.4143 1.1561 -0.8599

=====

Record 7
19
Properties=species:S:1:pos:R:3 method="wB97M-V/def2-TZVPD" smiles="CN(C)C/C(O)=N/N" homo_lumo_gap_ev=8.90 total_energy_ev=-10842.4142
C 2.1963 -0.0907 -0.9363
N 1.1885 -0.7842 -0.1482
C 1.2505 -0.4482 1.2659
C -0.1477 -0.9330 -0.8436
C -0.9898 0.1421 -0.2129
O -0.7015 1.4323 -0.4876
N -2.0559 -0.1630 0.4792
N -2.9298 0.8720 0.6652
H 2.2186 -0.4676 -1.9643
H 2.0312 0.9907 -0.9709
H 3.1943 -0.2755 -0.5233
H 1.1327 0.6294 1.4306
H 0.4864 -0.9889 1.8326
H 2.2233 -0.7337 1.6805
H -0.0446 -0.7656 -1.9207
H -0.5687 -1.9136 -0.6029
H -1.3607 1.9361 0.0245
H -3.5294 0.9698 -0.1638
H -3.5937 0.5915 1.3961

=====

Record 8
100
Properties=species:S:1:pos:R:3 method="wB97M-V/def2-TZVPD" multiplicity=7 homo_lumo_gap_ev="6.81 / 8.16" s2=12.10 charge=+1 total_energy_ev=-161991.1882
Eu 0.2632 0.5653 -1.7537
N -1.4490 2.0551 -3.3811
C -0.9850 1.9525 -4.7765
C -0.8225 0.4895 -5.1574
N 0.3248 -0.1557 -4.4927
C 0.1338 -1.6202 -4.5819
C 1.1822 -2.4299 -3.8367
N 1.1738 -2.0971 -2.4045
C 1.5919 0.2515 -5.1399
C 2.4607 1.1610 -4.2823
N 2.7419 0.5338 -2.9786
H -2.4139 1.7416 -3.3462
H -1.4679 3.0285 -3.0946
H -0.0323 2.4755 -4.8687
H -1.6859 2.4143 -5.4766
H -0.7258 0.4085 -6.2468
H -1.7298 -0.0429 -4.8657
H 0.1234 -1.9412 -5.6321
H -0.8390 -1.8514 -4.1440
H 2.1817 -2.2483 -4.2345
H 0.9592 -3.4852 -4.0187
H 1.9275 -2.6025 -1.9503
H 0.3127 -2.4724 -2.0148
H 1.3938 0.7622 -6.0865
H 2.1763 -0.6355 -5.3860
H 1.9516 2.1052 -4.0804
H 3.3731 1.3778 -4.8455
H 3.3461 1.1581 -2.4503
H 3.2749 -0.3164 -3.1343
F 3.0628 6.5141 -0.5391
C 2.4968 5.3329 -0.8382
C 1.5592 5.2624 -1.8471
C 0.9825 4.0304 -2.1334
C 1.2880 2.8347 -1.4577
C 2.2813 2.9922 -0.4697
C 2.8719 4.2044 -0.1395
H 1.2904 6.1529 -2.4011
H 0.2648 4.0295 -2.9525
H 2.6322 2.1263 0.0809
H 3.6169 4.2743 0.6441
C 0.2884 -0.5981 3.0978
P 0.5411 -0.1773 1.3082
C 2.3665 0.0456 1.3356
C 3.0496 -0.5381 0.2658
C 4.4348 -0.5087 0.1944
C 5.1600 0.1084 1.2013
C 4.4945 0.6870 2.2740
C 3.1112 0.6461 2.3498
C -0.2140 1.4994 1.3084
C -1.4940 1.5418 0.7397
C -2.1868 2.7418 0.6605
C -1.6077 3.9040 1.1493
C -0.3542 3.8590 1.7430
C 0.3431 2.6639 1.8239
P -1.4989 -0.5274 3.6510
C -2.1895 -2.1267 3.0790
C -3.5276 -2.1140 2.6896
C -4.2065 -3.2999 2.4462
C -3.5445 -4.5103 2.5729
C -2.1989 -4.5317 2.9204
C -1.5249 -3.3482 3.1787
C -1.2216 -0.9345 5.4257
C -1.9836 -1.8956 6.0880
C -1.8070 -2.1216 7.4453
C -0.8749 -1.3878 8.1630
C -0.1333 -0.4080 7.5197
C -0.3135 -0.1758 6.1658
H 0.7988 0.1795 3.6655
H 0.7642 -1.5541 3.3202
H 2.4772 -1.0385 -0.5089
H 4.9519 -0.9796 -0.6330
H 6.2407 0.1287 1.1577
H 5.0579 1.1696 3.0621
H 2.6237 1.0940 3.2059
H -1.9683 0.6143 0.4298
H -3.1808 2.7674 0.2316
H -2.1396 4.8439 1.0819
H 0.0891 4.7632 2.1400
H 1.3244 2.6529 2.2786
H -4.0444 -1.1641 2.6120
H -5.2525 -3.2806 2.1671
H -4.0750 -5.4382 2.4003
H -1.6806 -5.4775 3.0199
H -0.4916 -3.3867 3.5030
H -2.7201 -2.4747 5.5467
H -2.4042 -2.8730 7.9457
H -0.7364 -1.5683 9.2207
H 0.5803 0.1848 8.0776
H 0.2538 0.6137 5.6855
Br -4.5773 -4.7732 -2.1456
C -3.4210 -3.2734 -1.9332
C -3.6976 -2.0842 -2.5788
C -2.8228 -1.0148 -2.4196
C -1.6723 -1.0394 -1.6081
C -1.5036 -2.2637 -0.9295
C -2.3175 -3.3749 -1.1079
H -4.5750 -1.9949 -3.2070
H -3.0852 -0.1069 -2.9583
H -0.6965 -2.3803 -0.2080
H -2.0958 -4.3000 -0.5966

=====

Copy entry 3 word for word.
43
Properties=species:S:1:pos:R:3 method="wB97M-V/def2-TZVPD" smiles="CC[C@H](CO[P@@](O)(=S)S)C(=O)N/C(C)=N/c1cccc(C)c1" homo_lumo_gap_ev=8.45 total_energy_ev=-54942.1358
C -2.3833 -0.7159 -4.6481
C -0.7863 -0.7229 -4.5112
C -0.2760 -0.0386 -3.2191
C 1.2497 0.1571 -3.2698
O 1.7433 1.0586 -2.2336
P 2.9451 2.0806 -2.6500
O 2.8162 2.2907 -4.2221
S 2.6266 3.8403 -1.8219
S 4.6903 1.2405 -2.0160
C -0.7150 -0.7195 -1.8522
O -1.5589 -1.5916 -1.7605
N -0.0320 -0.3340 -0.6850
C -0.3884 -0.6557 0.6315
C -1.5409 -1.5647 0.9566
N 0.3479 -0.0314 1.4783
C 0.2037 -0.2755 2.8466
C 1.2141 -1.0257 3.5221
C 1.0607 -1.2882 4.8597
C -0.0627 -0.7894 5.6176
C -0.8849 0.1862 5.0121
C -1.7912 1.0309 5.8896
C -0.8223 0.3589 3.5668
H -2.6274 -1.2698 -5.5818
H -2.5792 0.3848 -4.8060
H -2.9523 -1.1742 -3.8330
H -0.5453 -1.7782 -4.5683
H -0.3716 -0.1546 -5.3243
H -0.6327 1.0200 -3.1394
H 1.5362 0.4131 -4.2974
H 1.6817 -0.8460 -3.0679
H 2.7827 3.2759 -4.2543
H 4.7288 2.3544 -1.1859
H 0.6424 0.4222 -0.7277
H -2.4900 -1.2307 0.5118
H -1.6618 -1.6619 2.0248
H -1.3248 -2.5553 0.5991
H 2.0638 -1.4334 2.9634
H 1.8943 -1.8776 5.3191
H -0.0633 -1.1706 6.6611
H -2.7926 0.8812 5.5367
H -1.7150 0.7167 6.8511
H -1.6873 2.1369 5.7626
H -1.5426 1.0565 3.0648